DFT (ωB97M-V/def2-TZVPD) results for a structure of composition C27H60ClF9MgO21S3 in a non-equilibrium geometry.

The max |F| is 6.4 eV/Å. Its charge is -2. The HOMO energy comes out at -3.356 eV. Its HOMO-LUMO gap is 6.8 eV.

Element x y z (Å)
Mg (-3.445, -1.321, 0.223)
Cl (-1.346, -0.415, -0.222)
C (-2.356, -1.741, 4.722)
F (-1.500, -2.665, 4.456)
F (-2.805, -1.763, 6.025)
F (-1.810, -0.606, 4.276)
S (-3.782, -2.092, 3.382)
O (-4.846, -1.131, 3.865)
O (-3.231, -1.778, 2.054)
O (-4.177, -3.469, 3.536)
C (-3.331, 2.408, 2.016)
F (-2.612, 1.611, 2.766)
F (-3.754, 3.459, 2.712)
F (-2.601, 2.830, 1.001)
S (-4.890, 1.447, 1.338)
O (-5.697, 2.415, 0.552)
O (-4.316, 0.291, 0.600)
O (-5.672, 0.951, 2.471)
C (-7.559, -1.546, -0.874)
F (-7.522, -2.522, -1.816)
F (-6.934, -0.437, -1.262)
F (-8.808, -1.323, -0.529)
S (-6.642, -2.182, 0.781)
O (-7.240, -3.518, 1.071)
O (-5.209, -2.220, 0.505)
O (-6.782, -1.230, 1.923)
C (0.213, 4.173, 0.632)
O (1.178, 5.006, 1.204)
C (1.548, 6.226, 0.550)
C (2.312, 7.154, 1.500)
O (3.449, 6.444, 1.807)
C (4.447, 7.285, 2.405)
H (-0.191, 3.356, 1.229)
H (0.642, 3.665, -0.233)
H (-0.640, 4.739, 0.258)
H (0.748, 6.821, 0.110)
H (2.214, 5.738, -0.163)
H (1.768, 7.216, 2.443)
H (2.407, 8.152, 1.073)
H (5.382, 6.802, 2.693)
H (3.987, 7.789, 3.255)
H (4.858, 7.919, 1.619)
C (0.888, 0.449, 2.578)
O (1.641, 0.049, 3.765)
C (1.573, -1.348, 3.965)
C (2.545, -1.790, 4.978)
O (2.616, -0.991, 6.081)
C (3.282, -1.422, 7.183)
H (-0.189, 0.330, 2.698)
H (1.084, -0.094, 1.653)
H (1.058, 1.505, 2.369)
H (1.614, -1.921, 3.039)
H (0.633, -1.678, 4.408)
H (3.544, -1.846, 4.546)
H (2.193, -2.794, 5.215)
H (4.344, -1.602, 7.018)
H (2.930, -2.429, 7.410)
H (3.085, -0.757, 8.024)
C (1.195, -3.845, 0.293)
O (2.578, -3.515, 0.027)
C (2.862, -2.864, -1.176)
C (4.446, -2.645, -1.285)
O (4.887, -1.687, -0.313)
C (5.172, -2.196, 0.987)
H (1.131, -4.005, 1.370)
H (0.875, -4.748, -0.227)
H (0.421, -3.100, 0.113)
H (2.332, -1.912, -1.204)
H (2.684, -3.403, -2.106)
H (4.849, -2.455, -2.280)
H (4.953, -3.591, -1.099)
H (6.198, -2.561, 0.983)
H (4.619, -3.089, 1.280)
H (4.991, -1.471, 1.781)
C (-2.455, 2.950, -4.415)
O (-1.364, 2.091, -4.614)
C (-0.565, 1.742, -3.469)
C (0.132, 0.396, -3.793)
O (0.384, 0.204, -5.201)
C (0.719, -1.133, -5.447)
H (-3.341, 2.425, -4.058)
H (-2.726, 3.322, -5.403)
H (-2.241, 3.760, -3.718)
H (-1.113, 1.795, -2.529)
H (0.242, 2.463, -3.334)
H (-0.556, -0.353, -3.403)
H (1.076, 0.191, -3.289)
H (1.444, -1.523, -4.732)
H (1.280, -1.116, -6.381)
H (-0.065, -1.874, -5.605)
C (-2.521, -4.354, 0.718)
O (-2.823, -3.262, -0.180)
C (-3.574, -3.687, -1.312)
C (-3.616, -2.577, -2.341)
O (-4.064, -1.426, -1.658)
C (-4.353, -0.372, -2.442)
H (-2.238, -5.309, 0.276)
H (-3.332, -4.555, 1.418)
H (-1.659, -4.006, 1.287)
H (-4.632, -3.919, -1.195)
H (-3.143, -4.631, -1.644)
H (-4.264, -2.877, -3.164)
H (-2.609, -2.503, -2.752)
H (-4.676, 0.460, -1.816)
H (-5.104, -0.655, -3.180)
H (-3.454, 0.013, -2.924)
C (2.580, 1.327, -0.912)
O (2.853, 1.742, -2.274)
C (4.215, 1.754, -2.700)
C (4.691, 0.478, -3.243)
O (3.989, 0.319, -4.469)
C (4.304, -0.851, -5.157)
H (1.502, 1.476, -0.843)
H (2.986, 2.009, -0.165)
H (2.762, 0.252, -0.887)
H (4.799, 2.061, -1.832)
H (4.463, 2.595, -3.349)
H (4.587, -0.281, -2.467)
H (5.767, 0.546, -3.401)
H (5.352, -1.150, -5.186)
H (4.065, -0.808, -6.220)
H (3.808, -1.662, -4.623)